{"formula": "C34H49ClO2OsP4", "method": "ωB97M-V with the def2-TZVPD basis set", "elements": ["P", "C", "C", "H", "C", "H", "C", "H", "C", "H", "C", "H", "C", "C", "H", "C", "H", "C", "H", "C", "H", "C", "H", "C", "C", "H", "C", "H", "C", "H", "C", "H", "C", "H", "Os", "C", "C", "H", "C", "O", "H", "C", "H", "C", "Cl", "P", "P", "C", "H", "H", "H", "C", "H", "H", "H", "C", "H", "H", "H", "C", "H", "H", "H", "C", "H", "H", "H", "C", "H", "H", "H", "P", "C", "C", "H", "H", "H", "H", "H", "H", "C", "H", "H", "H", "H", "C", "C", "O", "H", "H", "H"], "coordinates": [[1.5539, 1.1167, -3.5457], [3.1640, 1.3540, -2.8623], [4.1910, 0.6762, -3.5929], [3.9720, -0.2580, -4.1202], [5.4465, 1.2669, -3.6952], [6.1637, 0.8763, -4.4285], [5.7533, 2.3834, -2.8829], [6.7386, 2.8585, -2.9796], [4.8102, 2.8721, -1.9585], [5.1015, 3.6644, -1.2498], [3.5082, 2.3481, -1.9309], [2.7947, 2.7135, -1.1930], [0.9350, -0.5335, -3.4068], [1.6454, -1.5505, -2.7362], [2.3968, -1.2990, -1.9894], [1.3675, -2.8944, -3.0230], [1.9221, -3.7003, -2.5076], [0.3907, -3.2138, -3.9813], [0.2523, -4.2547, -4.3089], [-0.4178, -2.2080, -4.5491], [-1.1994, -2.4497, -5.2853], [-0.2058, -0.8741, -4.1834], [-0.8789, -0.0817, -4.5205], [0.4245, 2.4949, -3.4906], [0.6119, 3.3332, -4.6161], [1.4859, 3.1824, -5.2614], [-0.3471, 4.2933, -4.9337], [-0.2267, 4.8339, -5.8705], [-1.4384, 4.5002, -4.0722], [-2.1870, 5.2424, -4.3316], [-1.5588, 3.7424, -2.8966], [-2.3834, 3.9267, -2.1932], [-0.6389, 2.7316, -2.5871], [-0.7372, 2.1797, -1.6364], [-0.1191, -0.0958, 2.7352], [-1.7253, -1.2324, 2.1066], [-1.9078, -1.5071, 0.7838], [-2.4118, -1.6760, 2.8719], [-1.0219, -0.7825, -0.2234], [-1.8727, 0.0588, -1.0645], [-1.3178, 0.2843, -1.8508], [-0.0842, -0.0067, 0.5733], [-0.4718, -1.5041, -0.8501], [0.4392, 0.9143, 1.3268], [2.0540, 1.0914, 3.3867], [-1.3826, 1.9459, 2.8956], [1.5458, -1.8217, 2.6177], [-0.8914, 3.0089, 4.2798], [0.1824, 3.2231, 4.2172], [-1.1126, 2.5135, 5.2325], [-1.4632, 3.9436, 4.2035], [-1.4286, 3.0916, 1.4796], [-2.1129, 2.7099, 0.7114], [-0.4323, 3.1951, 1.0340], [-1.7661, 4.0762, 1.8241], [-3.1010, 1.4361, 3.1358], [-3.1389, 0.6447, 3.8949], [-3.4856, 1.0467, 2.1844], [-3.6810, 2.3101, 3.4562], [2.4421, -2.0719, 4.1794], [1.7476, -2.3933, 4.9629], [2.9114, -1.1285, 4.4797], [3.2179, -2.8344, 4.0445], [0.7208, -3.4027, 2.2695], [0.3344, -3.3940, 1.2430], [-0.1224, -3.5115, 2.9608], [1.4152, -4.2418, 2.3961], [2.8624, -1.6835, 1.3599], [3.2050, -0.6457, 1.2928], [2.4943, -2.0041, 0.3782], [3.7132, -2.3189, 1.6402], [-3.2452, -2.5355, 0.1488], [-3.8382, -3.4949, 1.5261], [-2.6320, -3.6236, -1.1280], [-4.2084, -2.8506, 2.3303], [-3.0344, -4.1059, 1.9519], [-4.6510, -4.1605, 1.2083], [-2.2640, -3.0379, -1.9760], [-3.4425, -4.2871, -1.4563], [-1.7976, -4.2205, -0.7436], [-4.5646, -1.5282, -0.5048], [-4.9117, -0.8250, 0.2590], [-5.3970, -2.1642, -0.8321], [-4.1775, -0.9365, -1.3395], [1.0705, 1.7513, 1.0797], [0.4009, 0.1800, 5.8444], [-0.4865, -0.4958, 4.8673], [-1.3941, -1.2666, 5.1589], [0.9932, -0.5308, 6.4379], [-0.1656, 0.8045, 6.5478], [1.1007, 0.8168, 5.2707]], "charge": 2, "spin_multiplicity": 5, "total_energy_ha": -3390.972535, "lumo_energy_ev": [-5.3, -8.2], "e_homo_ev": [-8.270, -12.780]}

***

{"formula": "C34H49N10O2", "method": "ωB97M-V with the def2-TZVPD basis set", "elements": ["C", "C", "O", "C", "N", "C", "N", "C", "C", "O", "N", "H", "H", "H", "H", "H", "H", "H", "H", "H", "H", "H", "H", "H", "H", "N", "C", "C", "C", "C", "H", "H", "H", "H", "H", "N", "C", "C", "C", "C", "H", "H", "H", "H", "H", "N", "C", "C", "C", "C", "H", "H", "H", "H", "H", "N", "C", "C", "C", "C", "H", "H", "H", "H", "H", "N", "C", "C", "C", "C", "H", "H", "H", "H", "H", "N", "C", "C", "C", "C", "H", "H", "H", "H", "H", "N", "C", "C", "C", "C", "H", "H", "H", "H", "H"], "coordinates": [[-1.0903, 6.7684, -2.4323], [-0.1748, 5.5994, -2.0971], [0.8646, 6.0009, -1.2248], [0.4216, 5.0342, -3.3886], [1.6541, 4.2543, -3.2034], [1.8449, 3.2821, -2.3634], [0.8955, 2.8067, -1.4836], [1.7017, 2.0410, -0.4994], [2.7629, 1.4220, -1.3949], [3.8734, 0.8814, -0.7988], [3.0477, 2.6471, -2.2167], [-0.5126, 7.6809, -2.5530], [-1.7140, 6.5595, -3.2986], [-1.7616, 6.9165, -1.5881], [-0.7794, 4.8275, -1.6167], [0.7391, 5.5637, -0.3857], [0.7052, 5.8662, -4.0314], [-0.3084, 4.4461, -3.9410], [2.4361, 4.4985, -3.7887], [0.1186, 2.3206, -1.9109], [2.1767, 2.7954, 0.1277], [1.0964, 1.3612, 0.0853], [2.3130, 0.6736, -2.0478], [4.2166, 1.5024, -0.1483], [3.5612, 2.4933, -3.0749], [5.8912, -1.0982, 0.5179], [6.4930, -2.0455, -0.2667], [7.6459, -2.4366, 0.3585], [7.7474, -1.6966, 1.5665], [6.6500, -0.8822, 1.6389], [5.0283, -0.6360, 0.2996], [6.0497, -2.3624, -1.1950], [8.3380, -3.1754, -0.0082], [8.5316, -1.7621, 2.3012], [6.3444, -0.1762, 2.3922], [-1.8786, -0.2372, -2.8881], [-1.8495, -1.0417, -3.9940], [-0.9643, -2.0577, -3.7520], [-0.4406, -1.8658, -2.4448], [-1.0208, -0.7347, -1.9372], [-2.4562, 0.5759, -2.7847], [-2.4667, -0.8314, -4.8502], [-0.7296, -2.8596, -4.4314], [0.2680, -2.4935, -1.9315], [-0.9134, -0.2538, -0.9783], [-1.7737, -6.0408, -0.9431], [-2.0642, -4.7168, -1.1259], [-2.5626, -4.2334, 0.0528], [-2.5708, -5.3065, 0.9845], [-2.0816, -6.4104, 0.3389], [-1.3934, -6.6505, -1.6424], [-1.8957, -4.2327, -2.0704], [-2.8837, -3.2189, 0.2258], [-2.9006, -5.2718, 2.0099], [-1.9233, -7.4183, 0.6815], [-6.7442, -7.3500, 2.5562], [-5.7057, -6.5394, 2.1950], [-5.7767, -5.4058, 2.9559], [-6.8985, -5.5370, 3.8188], [-7.4743, -6.7494, 3.5475], [-6.9424, -8.2477, 2.1566], [-5.0116, -6.8222, 1.4224], [-5.1009, -4.5715, 2.8909], [-7.2453, -4.8232, 4.5468], [-8.3378, -7.2317, 3.9712], [-4.3227, -1.8245, 2.9664], [-4.3724, -0.5877, 2.3848], [-4.8277, 0.2989, 3.3240], [-5.0639, -0.4349, 4.5184], [-4.7438, -1.7414, 4.2646], [-4.0296, -2.6666, 2.5072], [-4.0863, -0.4466, 1.3566], [-4.9826, 1.3538, 3.1719], [-5.4303, -0.0480, 5.4539], [-4.7797, -2.6148, 4.8929], [-1.8267, 12.3626, -2.1650], [-2.1052, 11.6058, -1.0616], [-1.1476, 10.6314, -0.9713], [-0.2580, 10.8101, -2.0665], [-0.7060, 11.8864, -2.7850], [-2.3640, 13.1515, -2.4729], [-2.9519, 11.8265, -0.4354], [-1.0878, 9.8788, -0.2028], [0.6147, 10.2212, -2.2964], [-0.3214, 12.3540, -3.6745], [5.0377, -5.8605, 2.6341], [5.8919, -4.9711, 2.0389], [7.1695, -5.4097, 2.2610], [7.0814, -6.6099, 3.0185], [5.7536, -6.8610, 3.2338], [4.0383, -5.7883, 2.6355], [5.5230, -4.1078, 1.5122], [8.0680, -4.9248, 1.9216], [7.8999, -7.2169, 3.3665], [5.2604, -7.6608, 3.7584]], "charge": 1, "spin_multiplicity": 1, "total_energy_ha": -2022.711697, "lumo_energy_ev": -3.0, "e_homo_ev": -9.281}